(1)
Below is 2 unconnected molecules or ions with the total composition C12H17N, with properties calculated with ωB97M-V/def2-TZVPD.

The value obtained for the HOMO energy is -0.2854 Ha. Its structure (SMILES) is Cc1c[nH]c2ccccc12.CCC. The calculation puts the energy at -522.16822 hartree. The value obtained for the gap between HOMO and LUMO is 0.319 Ha. As for the spin multiplicity: 1.

XYZ file:
```
30
Properties=species:S:1:pos:R:3:forces:R:3:nbo_charge:R:1
C -1.927075 -3.141148 1.570659 0.503 -1.717 -1.561 -0.626
C -0.417208 -0.814133 -0.909518 -1.147 0.128 0.026 0.231
C -0.280319 -1.950342 -0.007376 0.713 1.948 -1.410 -0.130
C -1.568670 -2.221131 0.432900 -2.708 -0.450 2.103 -0.085
C -2.463691 -1.343274 -0.105622 1.591 0.933 -0.952 -0.028
C 0.604011 -0.216005 -1.616155 1.819 -2.398 1.276 -0.282
C 1.868977 -0.707779 -1.212591 -0.231 1.242 -1.334 -0.213
C 2.049452 -1.699511 -0.260375 -0.160 -0.120 0.214 -0.248
C 0.991655 -2.405897 0.305969 0.621 0.286 -0.602 -0.182
N -1.750355 -0.441412 -0.923007 -0.615 -1.655 0.844 -0.559
H 0.483770 0.425779 -2.448711 -0.164 0.777 -0.407 0.223
H 2.757141 -0.288705 -1.710298 -0.375 -0.199 0.370 0.210
H -2.232230 0.233344 -1.483977 0.402 0.156 -0.273 0.411
H 3.058379 -1.887080 0.051227 0.339 -0.453 -0.060 0.211
H -3.519336 -1.196848 0.008993 -0.180 -0.191 0.260 0.211
H 1.215989 -3.312150 0.855472 -0.309 0.214 0.383 0.218
H -1.441363 -2.971244 2.505916 0.314 0.661 0.627 0.216
H -1.579437 -4.141862 1.276439 0.084 -0.066 0.150 0.207
H -2.979383 -3.313232 1.715384 -0.533 0.504 0.073 0.217
C 0.902805 2.337523 0.036275 -1.079 -1.902 -0.007 -0.417
C 1.352597 3.235354 1.166332 2.061 -0.202 -0.590 -0.625
C -0.320952 2.940278 -0.683030 0.656 -0.337 0.594 -0.609
H 0.754028 1.279709 0.464721 -0.852 1.592 -0.081 0.207
H 1.561675 1.924496 -0.727317 1.075 1.267 0.038 0.212
H 0.656981 3.188966 2.031475 0.765 0.039 -0.494 0.214
H 2.415183 2.951584 1.348628 -0.804 -0.173 0.969 0.215
H -0.035529 3.711060 -1.419985 0.071 -0.242 0.388 0.202
H 1.538555 4.257090 0.837047 -0.714 0.325 -0.043 0.200
H -0.879907 3.433225 0.130513 -0.593 -0.362 -0.759 0.204
H -0.815742 2.133347 -1.229989 -0.550 0.394 0.258 0.194
```
Positions in Å, forces in eV/Å.

=====

(2)
Below is 2 unconnected molecules or ions with the total composition C12H17N, with properties calculated with ωB97M-V/def2-TZVPD.

The value obtained for the HOMO energy is -0.2933 Ha. Its structure (SMILES) is Cc1c[nH]c2ccccc12.CCC. The calculation puts the energy at -522.11327 hartree. The value obtained for the gap between HOMO and LUMO is 0.327 Ha. As for the spin multiplicity: 1.

XYZ file:
```
30
Properties=species:S:1:pos:R:3:forces:R:3:nbo_charge:R:1
C 0.289848 0.793290 1.900634 5.140 -2.224 0.579 -0.410
C -0.622626 -0.294472 2.261369 -1.423 -3.596 -1.255 -0.615
C 1.049061 1.640106 2.960884 -2.003 0.566 -1.319 -0.631
H -0.145745 1.417886 1.276255 -2.573 3.261 -2.312 0.198
H 0.973493 0.317986 1.092118 -0.599 0.852 1.809 0.194
H -1.094450 -0.304200 3.280434 0.388 0.150 -1.041 0.211
H -1.398075 -0.245307 1.410879 0.466 -0.381 1.650 0.220
H 2.042454 1.394357 3.237792 1.617 0.286 -1.094 0.215
H 0.676891 1.368527 3.909285 -1.531 0.271 1.319 0.206
H -0.128263 -1.368824 2.031465 -1.028 2.249 1.050 0.198
H 0.756516 2.710841 2.668258 1.283 -1.317 1.093 0.214
C 2.581190 -0.765273 -0.609717 -0.896 3.703 -2.225 -0.625
C 0.013058 -0.156102 -1.334070 2.781 0.343 0.614 -0.046
C 1.250459 -1.051295 -1.225820 -0.920 -0.068 -0.503 -0.074
C -1.033673 -0.952121 -1.680094 1.122 -2.838 -0.068 0.114
C 0.877933 -2.307641 -1.592960 -4.298 3.072 0.637 -0.035
C -0.264953 1.216616 -1.201316 2.429 2.246 0.242 -0.198
C -2.266206 -0.456895 -1.926189 -3.251 -1.720 -1.395 -0.232
C -1.510441 1.726393 -1.499565 0.029 -0.376 0.150 -0.258
C -2.529583 0.853871 -1.889819 0.912 1.260 1.010 -0.204
N -0.582175 -2.259625 -1.782482 2.152 -1.041 -0.396 -0.557
H 0.574903 2.002004 -0.912514 -1.714 -1.933 -0.575 0.217
H 3.026406 -1.582978 -0.198111 1.423 -2.426 0.646 0.216
H 2.300665 -0.150518 0.213734 0.466 0.697 0.803 0.217
H 1.409592 -3.199204 -1.622939 0.684 -1.371 -0.028 0.210
H -1.119871 -3.115560 -1.823483 -0.104 0.574 -0.195 0.407
H -3.120996 -1.068939 -2.272477 0.802 -0.170 0.406 0.210
H -1.758745 2.761503 -1.405316 0.274 0.555 0.077 0.213
H -3.517991 1.198259 -2.013035 -0.919 0.435 -0.427 0.210
H 3.271321 -0.122685 -1.253201 -0.710 -1.058 0.749 0.213
```
Positions in Å, forces in eV/Å.

=====

(3)
Below is 2 unconnected molecules or ions with the total composition C12H17N, with properties calculated with ωB97M-V/def2-TZVPD.

The value obtained for the HOMO energy is -0.2904 Ha. Its structure (SMILES) is Cc1c[nH]c2ccccc12.CCC. The calculation puts the energy at -522.20183 hartree. The value obtained for the gap between HOMO and LUMO is 0.326 Ha. As for the spin multiplicity: 1.

XYZ file:
```
30
Properties=species:S:1:pos:R:3:forces:R:3:nbo_charge:R:1
C 2.788930 3.074817 0.416951 0.698 0.021 -0.314 -0.628
C 0.416329 2.052488 0.347664 0.198 1.024 0.165 -0.110
C 1.319228 3.163587 0.610205 0.059 -0.482 0.105 -0.088
C -0.882134 2.495381 0.688536 0.153 -0.344 -0.290 0.212
C 0.560849 4.176551 1.081966 -0.759 -0.226 0.333 -0.031
C -0.454334 -0.054705 -0.332345 -0.532 0.647 -0.362 -0.244
C -1.740011 0.410151 -0.039973 -0.340 0.048 0.987 -0.208
C 0.635181 0.785074 -0.167273 -0.269 -0.788 -0.239 -0.189
C -1.975303 1.650827 0.537118 -0.120 -0.030 -0.729 -0.266
N -0.791330 3.813481 1.066089 0.467 0.093 0.422 -0.555
H -0.412003 -1.015152 -0.811040 0.357 -0.020 0.154 0.209
H -2.598321 -0.242585 -0.153544 0.108 -0.069 -0.212 0.207
H 1.613331 0.434483 -0.470381 0.129 0.173 0.090 0.212
H -2.998527 1.966056 0.704472 0.093 0.086 0.212 0.212
H 3.075460 3.179326 -0.634845 -0.169 -0.041 -0.036 0.216
H 3.170520 2.100171 0.726046 -0.099 -0.045 0.081 0.216
H 0.806686 5.100082 1.573161 0.313 0.239 -0.297 0.208
H -1.459530 4.288240 1.646578 -0.136 -0.076 -0.116 0.404
H 3.388524 3.819010 0.942580 -0.324 0.126 0.180 0.219
C -0.832966 -4.134185 -0.947098 -0.153 0.309 -0.631 -0.399
C -0.668292 -3.852620 0.529249 -0.596 0.357 0.698 -0.613
C 0.174851 -3.358980 -1.811674 0.447 -0.543 1.110 -0.603
H -0.746987 -5.200549 -1.170003 0.103 0.001 0.126 0.196
H -1.840892 -3.867682 -1.264775 -0.171 0.053 0.098 0.193
H -1.101943 -2.890315 0.836293 0.226 0.052 -0.414 0.208
H 1.134612 -3.868111 -1.704220 0.066 -0.207 -0.602 0.201
H -0.141018 -3.244975 -2.838800 0.153 -0.040 -0.244 0.212
H 0.413345 -2.400722 -1.366320 -0.309 0.239 -0.205 0.196
H -1.222610 -4.551871 1.155116 0.188 -0.349 -0.062 0.209
H 0.368355 -3.827274 0.850264 0.222 -0.204 -0.008 0.202
```
Positions in Å, forces in eV/Å.

=====

(4)
Below is C12H17N in the gas phase, with properties calculated with ωB97M-V/def2-TZVPD.

The value obtained for the HOMO energy is -0.3237 Ha. Its structure (SMILES) is CCN[C@H]1CCc2ccccc2C1. The calculation puts the energy at -522.20806 hartree. The value obtained for the gap between HOMO and LUMO is 0.360 Ha. As for the spin multiplicity: 1.

XYZ file:
```
30
Properties=species:S:1:pos:R:3:forces:R:3:nbo_charge:R:1
C -2.608650 -1.018253 -2.920335 -0.460 0.204 0.326 -0.635
C -1.132133 -1.018829 -3.274900 -0.234 1.159 -1.590 -0.216
C -0.244870 -1.078419 -0.917482 -0.674 0.332 -0.737 -0.035
C 0.810101 -1.819533 -0.105571 0.240 -0.061 0.274 -0.400
C 0.664529 -1.404343 1.364792 -0.119 -1.081 0.438 -0.417
C 0.606699 0.083591 1.583887 0.235 -0.834 0.540 -0.056
C 0.897948 0.560667 2.860670 -0.279 1.716 -0.377 -0.195
C 0.956148 1.949652 3.061501 0.041 0.106 0.643 -0.212
C 0.646471 2.838231 2.028851 0.065 0.167 -0.141 -0.221
C 0.278981 2.317605 0.786836 -0.163 0.237 0.366 -0.219
C 0.289857 0.940606 0.553619 0.085 0.728 -0.447 0.057
C 0.025878 0.440470 -0.842902 0.083 -0.859 -0.407 -0.460
H -2.860318 -0.439059 -2.027871 0.193 0.232 -0.064 0.200
H -3.212030 -0.600341 -3.758986 0.311 -0.590 0.555 0.216
H -2.885698 -2.044485 -2.646603 -0.297 0.088 -0.457 0.200
H -0.766738 0.006879 -3.530222 -0.499 -0.528 0.129 0.182
H -1.084192 -1.578360 -4.244598 0.456 0.259 0.823 0.197
H -0.318590 -2.585419 -2.251157 0.128 1.065 -0.366 0.349
H -1.263229 -1.265300 -0.482210 0.657 0.050 -0.039 0.165
H 1.812683 -1.554533 -0.477345 -0.284 0.011 -0.017 0.210
H 0.726866 -2.924053 -0.196282 -0.121 0.596 -0.014 0.208
H -0.271383 -1.883776 1.734928 0.444 0.363 -0.036 0.209
H 1.481489 -1.817784 2.005700 -0.530 0.183 -0.618 0.218
H 1.018467 -0.119109 3.683432 0.306 -0.214 0.173 0.210
H 1.218122 2.402346 4.040462 -0.181 -0.645 -0.635 0.212
H 0.710768 3.933319 2.217681 -0.198 -0.983 -0.274 0.216
H -0.080950 2.964565 -0.011282 0.308 0.046 0.090 0.207
H -0.797230 0.984507 -1.293973 -0.293 0.150 0.029 0.215
H 0.879263 0.628462 -1.508436 0.089 0.052 0.233 0.221
N -0.207578 -1.550932 -2.332430 0.692 -1.948 1.598 -0.627
```
Positions in Å, forces in eV/Å.

=====

Q: Which formula does entry 4 have?
A: C12H17N